[1]
Below is the molecule C7H10 in a non-equilibrium geometry, with properties calculated with ωB97M-V/def2-TZVPD.

XYZ file:
```
17
Properties=species:S:1:pos:R:3:forces:R:3:lowdin_charge:R:1
H 1.96793 -0.65397 -1.11680 0.02 -0.07 0.14 0.11
C 0.05785 1.01689 -0.96690 0.06 0.15 -0.11 -0.14
H 0.05605 -0.34118 2.21642 -0.03 0.20 -0.23 0.13
C -0.16959 -0.11588 1.16980 0.04 0.13 0.16 -0.18
C -0.89622 -0.21799 -0.76830 0.07 0.10 -0.29 -0.19
H -2.08229 1.06296 0.78439 0.14 -0.02 -0.22 0.11
H -0.49074 1.95163 -1.09498 -0.21 0.03 0.75 0.10
C 0.08455 -1.15638 0.04051 0.13 -0.16 -0.04 -0.21
H -2.24825 -0.70706 0.93143 0.30 0.22 -0.23 0.11
H 2.16284 -1.01561 0.64113 -0.01 0.01 -0.08 0.11
C 0.86093 0.72713 0.29072 0.32 0.18 0.03 -0.25
C 1.49603 -0.61813 -0.12816 0.26 -0.06 -0.06 -0.12
H 0.94618 1.18554 -1.62557 -1.32 -1.11 -0.92 0.12
H -0.15982 -2.21911 0.14299 0.00 0.31 -0.04 0.14
H -1.53720 -0.58874 -1.57409 0.38 0.10 0.02 0.12
C -1.57378 0.10658 0.61377 0.03 0.24 -0.12 -0.11
H 1.52553 1.58334 0.44364 -0.20 -0.24 1.22 0.13
```
Positions in Å, forces in eV/Å.

## Properties
SMILES string: C1[C@@H]2C[C@@H]3[C@H]1C[C@H]23
Maximum force (eV/A): 1.95
M (g mol⁻¹): 94.2
Energy relative to the best compared isomer or geometry (same formula, charge and spin) (kcal per mole): 57.3
Net charge: 0
2S+1: 1

[2]
Below is a structure of composition C41H68AsI2N8OSi6TeZn, with properties calculated with ωB97M-V/def2-TZVPD.

XYZ file:
```
129
Properties=species:S:1:pos:R:3:forces:R:3:lowdin_charge:R:1
C 3.81356 -2.92648 -5.34322 -0.01 0.02 -0.01 -0.22
H -0.36426 -4.37838 4.44503 0.00 -0.01 0.01 0.08
H -1.37898 -3.74743 -4.16241 0.00 0.01 -0.01 0.02
Si -4.69015 1.13783 -1.47998 0.01 -0.01 -0.03 0.15
H -3.65295 -3.19091 3.11084 0.00 0.01 0.00 0.05
H -3.41273 -0.70551 -2.54621 0.01 0.00 0.00 -0.03
N -1.92133 -2.20526 -0.09397 -0.10 -0.05 0.14 0.01
I 0.17153 8.95581 -1.52910 0.00 -0.02 0.00 0.84
C -0.72831 4.61278 1.92188 0.01 0.01 0.02 -0.15
H -0.55529 0.70780 2.20468 0.00 0.00 0.01 0.09
C -0.21830 6.89522 -1.51478 -0.01 0.03 -0.05 -0.69
C 2.45209 2.25671 2.13413 -0.06 -0.03 -0.06 -0.13
H 2.27215 -2.57773 0.71983 0.02 -0.02 0.02 0.01
C -1.41073 -4.07004 4.50035 -0.02 0.00 -0.02 -0.07
C -0.38360 6.18004 -0.30497 0.00 -0.01 0.04 -0.22
C -0.75872 4.07840 -1.63949 0.03 -0.07 0.02 -0.44
As -3.33686 1.56247 0.37632 -0.07 0.01 -0.08 0.72
H -1.76085 -4.25423 5.51652 -0.01 0.01 0.01 0.08
H 4.85090 2.70898 6.82339 0.00 0.00 0.00 0.11
H 0.09349 -1.62815 -6.10616 -0.01 0.00 0.00 0.02
C 0.96015 -2.27367 -6.26387 0.01 0.00 0.03 -0.22
C -5.12930 -1.48587 1.31039 -0.02 0.01 0.02 -0.23
H 4.80812 0.24753 -0.97717 0.01 0.00 0.01 0.03
H -5.08736 -0.68032 -3.13007 -0.01 0.01 -0.01 0.03
C 5.27309 3.27466 6.00378 0.00 0.00 -0.01 -0.02
H 4.15141 -2.83609 -6.37957 0.00 -0.01 -0.01 0.02
H 1.74029 -0.91470 0.50732 -0.04 0.05 0.01 -0.01
H -7.10471 1.28118 -2.01417 -0.02 0.00 -0.01 0.02
C -1.28162 -4.03014 -3.11164 0.02 -0.01 0.01 -0.23
O -0.98994 2.83154 -1.71422 0.04 -0.02 -0.06 -0.30
C 0.71761 -4.67359 -0.84254 -0.04 -0.02 -0.01 -0.22
I -0.66214 3.94688 -4.64193 -0.01 -0.01 0.03 0.88
H -4.87755 2.34437 -3.65252 -0.01 -0.02 -0.01 0.03
H 7.78607 5.44079 5.27686 0.00 0.00 0.00 0.10
C -6.52813 1.33728 -1.08611 0.02 0.00 0.02 -0.24
C 4.11803 -0.03812 -1.77640 -0.01 -0.03 0.04 -0.22
H -5.42585 2.03286 3.10227 0.01 0.00 -0.01 0.02
C -3.18768 -0.25440 3.33769 0.01 0.02 -0.03 -0.25
C 2.86706 -0.04813 -5.45518 0.01 -0.01 0.04 -0.23
H -2.32958 -0.84891 3.02170 0.03 -0.02 -0.01 -0.02
H -2.29909 -5.51172 1.45572 0.04 0.00 -0.02 0.13
H 6.84322 4.15767 7.14680 0.00 0.00 0.00 0.09
N -2.26439 -3.37224 0.30973 0.10 -0.04 -0.05 0.08
H -3.20267 2.31972 -3.07420 0.00 0.02 -0.01 -0.01
H 1.29324 -2.15391 -7.29833 0.02 0.01 -0.01 0.03
C 0.34776 1.17775 1.83210 -0.05 0.01 -0.02 -0.13
H -2.35400 -5.86701 3.82726 0.01 0.00 0.01 0.13
H 3.58438 -3.97588 -5.15255 -0.01 -0.02 0.01 0.01
C 1.40677 -5.39062 -3.67644 -0.01 0.03 -0.01 -0.22
H 3.38175 -1.24979 1.10090 0.00 0.01 -0.01 0.03
H -0.67136 -5.35317 2.12411 -0.02 0.04 0.04 0.13
H 0.43268 -3.88021 -0.15339 -0.01 0.02 0.04 -0.02
C 2.52516 2.38790 0.75242 0.03 0.00 0.04 0.01
H -4.35610 3.43848 -2.35719 0.00 0.01 0.00 0.03
C -4.24450 2.43152 -2.76497 0.03 -0.03 0.02 -0.24
C -0.47875 5.98725 2.09250 -0.01 -0.02 0.00 -0.06
H -4.32888 -4.77642 2.74962 0.00 0.00 0.00 0.09
N -0.80129 4.03836 0.75199 0.04 -0.05 -0.03 0.12
H 1.32113 -5.18292 -4.74467 0.00 0.01 -0.01 0.01
N 3.60278 2.49205 4.29329 -0.02 -0.02 -0.03 0.18
H 4.01267 -4.00664 -1.20066 -0.01 -0.02 0.00 0.01
H 2.06866 0.66329 -5.23802 -0.01 0.00 0.00 0.00
H 1.25860 1.50418 3.75199 0.00 0.00 0.00 0.11
H 5.29338 -2.87826 -0.74856 0.00 0.00 0.01 0.03
N -1.57268 -3.61871 1.43182 0.02 0.06 0.06 -0.10
H 0.97073 -6.37675 -3.49157 -0.01 -0.01 0.01 0.02
C 5.25741 3.94121 3.67605 -0.01 -0.01 0.04 -0.19
C 3.49580 2.77783 3.02409 0.03 0.01 0.04 -0.27
H -2.81012 0.67844 3.76470 0.01 0.01 0.00 0.02
C -1.66742 -4.90421 2.10268 -0.04 -0.03 0.00 -0.12
H -6.54013 1.33107 1.93229 0.00 0.01 -0.01 0.01
H -6.72566 2.30544 -0.62151 0.00 0.01 0.01 0.02
H -1.46721 -2.99194 4.33561 0.01 0.00 -0.01 0.06
Si 2.32216 -1.80164 -5.05064 0.01 0.01 -0.06 0.29
C -0.64505 4.78353 -0.36513 0.00 0.05 0.03 -0.14
H -1.80962 -3.27881 -2.52228 -0.01 0.00 -0.02 -0.01
C -5.77771 1.09143 2.67594 0.02 0.00 -0.01 -0.25
C 6.37922 4.08298 6.17195 0.00 0.00 0.01 -0.10
H 6.78693 5.32686 3.01562 0.00 0.00 0.00 0.11
Si 3.21600 -1.64205 -1.36383 0.02 0.02 0.00 0.33
N 4.46743 3.64250 2.58894 -0.01 -0.02 -0.02 0.17
H 3.74065 0.24289 -4.86791 0.00 0.01 0.00 0.01
Te -0.17650 -0.09770 -2.96855 -0.10 0.13 0.04 0.46
Zn -1.23931 1.02183 -0.76951 0.01 0.04 0.04 0.14
H -0.87530 3.97383 2.78878 0.00 -0.02 0.00 0.10
C 6.91936 4.81644 5.10364 0.00 0.00 -0.01 -0.10
C 2.59737 -1.58003 0.41337 0.00 -0.05 0.00 -0.21
C 6.36965 4.75995 3.83748 0.01 0.00 0.00 -0.03
H -3.71376 -0.79572 4.12970 -0.01 -0.02 0.01 0.02
C -4.45349 -0.56276 -2.24548 -0.02 0.01 0.02 -0.23
H -6.89940 0.55781 -0.41660 0.01 0.02 0.00 0.00
H -0.11664 -2.45747 2.49713 0.01 -0.01 0.02 0.13
C -0.30381 6.75963 0.98201 0.00 0.01 -0.01 -0.07
Si 1.46409 -1.95450 -2.87571 0.00 0.02 0.01 -0.01
H -6.24834 0.50547 3.47171 -0.01 -0.01 0.00 0.02
N -1.01580 -1.65704 0.74222 0.05 0.06 -0.08 0.05
C 4.47479 -3.04990 -1.45347 -0.01 0.03 -0.02 -0.21
H -4.15094 -4.24882 4.42927 0.00 0.00 0.01 0.08
H -4.69880 -1.35728 -1.53879 0.00 -0.01 0.01 0.00
H 1.75792 -4.93631 -0.63577 0.02 -0.01 0.00 0.02
H 4.69386 -0.15241 -2.69756 0.00 0.00 -0.01 0.02
H -0.10923 7.82036 1.07195 0.00 0.00 0.00 0.05
Si -4.35077 0.13266 1.89372 -0.04 -0.05 0.01 0.14
H 0.63605 -3.30797 -6.13019 -0.01 -0.01 0.01 0.01
C -2.28264 -4.82455 3.49838 -0.05 -0.03 0.03 -0.41
H -5.93605 -1.27290 0.60502 0.01 0.00 0.00 0.01
H -0.42906 6.41299 3.08623 0.00 0.00 0.00 0.10
N 0.42104 1.31994 0.51115 0.03 -0.05 0.00 -0.01
H 0.09550 -5.55216 -0.64616 0.00 -0.01 0.00 0.03
H 4.53555 4.03964 1.66901 -0.02 0.01 0.01 0.15
H 3.37201 2.84628 0.25860 0.01 0.00 0.00 0.11
C 1.48735 1.90366 -0.02297 -0.03 0.03 0.00 -0.14
H 1.48645 1.98483 -1.10488 -0.01 0.01 0.00 0.09
C -0.57058 4.87618 -2.77758 0.00 0.03 -0.05 -0.64
C 4.70185 3.20561 4.73378 0.03 0.03 -0.02 -0.23
H -5.57158 -2.01429 2.16258 0.01 0.01 -0.01 0.02
H 3.12852 0.03074 -6.51425 0.01 0.00 -0.01 0.03
H -1.76804 -4.99889 -2.96699 0.00 -0.01 0.01 0.03
H 3.40582 0.77435 -1.93084 0.00 0.01 -0.03 0.01
H 4.64759 -2.64023 -4.69829 0.01 0.00 -0.01 0.01
C -0.31169 6.24730 -2.71740 0.01 0.01 0.02 -0.26
C -3.68659 -4.22994 3.44238 0.02 -0.02 0.00 -0.07
H -0.18257 6.79611 -3.64044 0.00 0.00 0.00 0.07
H 2.46948 -5.44318 -3.42910 0.02 0.00 0.00 0.02
H -4.42790 -2.15200 0.81046 0.01 -0.01 0.00 -0.01
C -0.80863 -2.54796 1.67882 0.06 -0.04 -0.13 -0.18
Si 0.52762 -4.08520 -2.62852 -0.02 -0.04 0.00 0.33
H 4.90418 -3.14220 -2.45282 0.00 -0.01 0.01 0.01
C 1.34087 1.62130 2.68092 0.04 0.03 0.02 0.01
```
Positions in Å, forces in eV/Å.

## Properties
Maximum force (eV/A): 0.18
M (g mol⁻¹): 1379.3
Energy relative to the best compared isomer or geometry (same formula, charge and spin) (kcal per mole): 0.0
Net charge: -1
2S+1: 1